(1)
A gas-phase ion, C4H9N4O2 (charge +1) in a non-equilibrium geometry, computed with the ωB97M-V functional and the def2-TZVPD basis.

E_HOMO, eV: -11.74
Relative energy (zero: lowest compared OMol25 entry of this formula, charge and spin), kJ/mol: 772.4
HOMO-LUMO gap, eV: 5.27
Strongest force on any atom, hartree/bohr: 0.05929
DFT total energy, eV: -14334.198

Structure (ORCA input):
```
! RIJCOSX wB97M-V def2-TZVPD def2/J DEFGRID3
* xyz 1 1
N 0.2938 -0.9122 0.0671
C -1.0898 -1.3352 -0.1062
H -2.8273 -1.0136 1.1899
H -1.9038 2.3223 0.1966
H 2.0236 1.7116 1.0234
N -2.6726 0.4572 -0.4182
H -1.6793 0.3727 1.2156
O 3.0035 -0.9519 -0.4843
O 4.0550 1.0357 -0.2720
N 3.0546 0.3719 0.0296
H -1.4710 -1.3944 -1.1643
H 0.9391 -1.5603 -0.3918
C 0.6349 0.1833 0.5839
H 3.8512 -1.1539 -0.9711
H -1.1621 -2.4060 0.2975
C -2.0819 -0.3548 0.6002
C 1.8764 0.8250 0.5261
N -2.2347 1.6316 -0.5746
H -2.6095 2.1708 -1.3473
*
```

---

(2)
2 unconnected molecules or ions with the total composition C4H9N4O3 in a non-equilibrium geometry, computed with the ωB97M-V functional and the def2-TZVPD basis.

E_HOMO, eV: -14.27
Relative energy (zero: lowest compared OMol25 entry of this formula, charge and spin), kJ/mol: 828.7
HOMO-LUMO gap, eV: 9.79
Strongest force on any atom, hartree/bohr: 0.11061
DFT total energy, eV: -16382.232

Structure (ORCA input):
```
! RIJCOSX wB97M-V def2-TZVPD def2/J DEFGRID3
* xyz 1 1
O -3.7852 -2.5268 -0.4421
N -2.3302 0.5923 -0.2648
N 1.1430 0.0401 -0.0091
C 1.5339 -1.2792 -0.3621
N 0.3802 1.5427 1.5030
H 0.0494 1.8354 2.3306
C -2.8916 -0.4432 -0.4096
C 0.6157 0.2596 1.1493
H 1.2331 0.9390 -1.8695
H 1.9080 -1.8959 0.4383
H 2.3472 1.7427 -0.6437
N -2.7565 -1.8591 -0.3962
H 2.0957 -1.2101 -1.2763
O -1.9055 1.6604 -0.2132
H 0.4687 1.8015 -0.5458
C 1.3820 1.2130 -0.7682
H 0.2934 -0.4947 1.8489
H 1.1850 2.1880 1.1870
O -1.6325 -2.2790 -0.3956
H 0.6663 -1.8267 -0.8607
*
```

---

(3)
A gas-phase ion, C4H9N4OSi (charge -1) in a non-equilibrium geometry, computed with the ωB97M-V functional and the def2-TZVPD basis.

E_HOMO, eV: -2.60
Relative energy (zero: lowest compared OMol25 entry of this formula, charge and spin), kJ/mol: 173.2
HOMO-LUMO gap, eV: 5.69
Strongest force on any atom, hartree/bohr: 0.09637
DFT total energy, eV: -20179.837

Structure (ORCA input):
```
! RIJCOSX wB97M-V def2-TZVPD def2/J DEFGRID3
* xyz -1 1
N 1.5442 1.9676 0.3965
H -2.1775 0.2613 -0.3681
C 0.4751 -0.7588 1.6447
O 2.2004 5.1698 0.6740
H -0.2252 -1.5827 1.5637
C 0.7324 -0.4749 -1.6013
N 3.0184 3.1366 1.3329
C -1.4646 1.0262 -0.1698
H 1.0234 -1.4941 -1.2396
H 1.5121 -1.2344 1.7812
N 1.2038 3.1638 0.0423
N 2.6421 1.8840 1.1704
H -1.9204 1.6983 0.5590
H -0.0889 -0.7185 -2.2724
H 0.1414 -0.1935 2.5850
Si 0.2722 0.3607 0.1143
H 1.5510 0.0339 -2.0879
C 2.1456 3.9749 0.7068
H -1.4453 1.5700 -1.1112
*
```

---

Q: relative energy (zero: lowest compared OMol25 entry of this formula, charge and spin) of number 1 (C4H9N4O2)?
A: 772.4 kJ/mol

---

Q: Which of these has the highest HOMO-LUMO gap?
A: C4H9N4O3

---

Q: Which formula does entry 2 have?
A: C4H9N4O3